The following is a quantum chemistry calculation of a 7-piece molecular cluster, C56H70BrCl2IN8O3P overall, from OMol25.

Computed properties:
total charge	-1
HOMO-LUMO gap	0.26839	Eh

Each line ends with the Löwdin charge.
CARTESIAN COORDINATES (ANGSTROEM)
1 C -1.1447 -3.0280 4.4477  -0.1946
2 C -0.5659 -4.1201 3.3707  -0.7696
3 I 1.2394 -4.9457 4.2493  0.7929
4 C -0.6860 -3.6778 1.8647  -0.3480
5 P 0.6547 -2.7198 0.8924  0.5982
6 C -0.2868 -3.0066 -0.7795  -0.2884
7 C -1.8472 -2.8953 -0.8301  -0.2481
8 C -2.5475 -1.5080 -0.4107  -0.2347
9 N -3.8090 -1.2762 -1.2085  -0.0847
10 C -4.2822 0.0901 -0.8459  -0.2152
11 C -5.3436 0.1544 0.3454  -0.0816
12 C -6.8669 0.1950 -0.0342  -0.0180
13 C -7.9453 0.3039 1.1055  -0.0943
14 C -7.5811 0.3834 2.6067  -0.0854
15 C -6.0835 0.3040 2.9974  -0.0130
16 C -5.0275 0.1898 1.8627  -0.1824
17 O -3.6648 0.1189 2.2483  -0.0606
18 C 1.9397 -4.1166 0.7001  -0.6360
19 Cl 1.2021 -5.8503 0.7989  0.4899
20 C 2.9174 -4.2220 -0.5325  -0.6839
21 C 2.5580 -3.6717 -1.9774  -0.1661
22 Cl 4.6811 -3.6293 -0.2601  0.5596
23 O 1.1227 -2.1158 2.5115  -0.3689
24 C 1.4293 -0.6870 2.5025  -0.5689
25 Br 2.4566 -0.0090 4.1390  0.7797
26 C 0.2475 0.3981 2.6257  -0.1746
27 C -0.3123 1.2993 1.5017  -0.0098
28 C -1.4003 2.4148 1.6873  -0.0620
29 C -2.0284 2.7046 3.0741  -0.0803
30 C -1.5584 1.7603 4.2262  -0.0846
31 C -0.4647 0.6379 4.0241  -0.0882
32 C 2.4671 -0.6930 1.2590  -0.3698
33 C 4.0398 -0.8719 1.5628  -0.1686
34 C 4.5295 -2.0019 2.5423  -0.2626
35 N 5.3539 -1.6779 3.5377  0.0323
36 C 2.6146 0.6541 0.3417  -0.1026
37 C 2.7439 2.0876 0.9178  -0.0344
38 C 2.9029 3.3685 0.0447  -0.0644
39 C 2.9960 3.2677 -1.5099  -0.1086
40 C 2.8915 1.8461 -2.1125  -0.0690
41 C 2.6958 0.5587 -1.2278  0.0199
42 O 1.8384 -1.5637 0.2554  -0.3128
43 H -1.6276 -3.6088 5.3210  0.0800
44 H -0.2221 -2.4697 4.8162  0.0366
45 H -1.9035 -2.3607 3.9090  0.0601
46 H -1.3286 -4.9947 3.4969  0.0733
47 H -1.5517 -2.8968 1.8936  0.0787
48 H -1.1744 -4.5438 1.2699  0.0621
49 H -0.2079 -1.5695 0.9262  0.0325
50 H -0.0041 -4.0948 -1.0766  0.0548
51 H 0.1775 -2.2806 -1.5431  0.0911
52 H -2.1647 -3.0577 -1.9378  0.1102
53 H -2.4475 -3.7160 -0.2711  0.0947
54 H -1.7878 -0.6648 -0.4972  0.1151
55 H -2.9159 -1.6881 0.6727  0.1036
56 H -4.5255 -1.9910 -0.9739  0.1143
57 H -3.4086 0.7821 -0.5576  0.1169
58 H -4.7440 0.5718 -1.7908  0.1148
59 H -7.1326 0.1443 -1.1391  0.0887
60 H -9.0446 0.3352 0.7981  0.0731
61 H -8.3309 0.4960 3.4586  0.0838
62 H -5.7332 0.3602 4.0899  0.0896
63 H -3.4989 -0.5579 2.9377  0.0925
64 H 2.5970 -4.0670 1.6527  0.0259
65 H 3.1369 -5.3475 -0.7227  0.0699
66 H 3.4932 -3.7918 -2.6499  0.0671
67 H 2.2630 -2.5774 -2.0550  0.0524
68 H 1.7645 -4.3759 -2.4277  0.0785
69 H 0.0813 1.1924 0.4420  0.0913
70 H -1.7493 3.0890 0.8216  0.0745
71 H -2.7933 3.5205 3.2767  0.0839
72 H -2.0356 1.9455 5.2573  0.0819
73 H -0.2410 0.0479 4.9686  0.0527
74 H 4.5649 -0.9483 0.5358  0.1086
75 H 4.3859 0.1489 1.9842  0.0985
76 H 4.3098 -3.1294 2.4909  0.0863
77 H 5.5545 -0.6662 3.5263  0.0167
78 H 2.7041 2.2656 2.0509  0.0870
79 H 2.9583 4.4281 0.4830  0.0853
80 H 3.1438 4.1544 -2.2102  0.0616
81 H 2.9645 1.7175 -3.2459  0.0780
82 H 2.6399 -0.4175 -1.8023  0.0793
83 N -1.5838 -6.7766 -2.5687  0.0153
84 C -2.8542 -6.2794 -2.4869  -0.1424
85 C -3.4194 -6.3490 -3.7371  -0.1157
86 C -2.4535 -6.9163 -4.6048  -0.1219
87 C -1.3311 -7.1725 -3.8548  -0.1525
88 H -0.9344 -6.8421 -1.7999  0.1351
89 H -3.2457 -5.9177 -1.5483  0.1037
90 H -4.4173 -6.0283 -3.9977  0.0881
91 H -2.5665 -7.1154 -5.6605  0.0859
92 H -0.3771 -7.5999 -4.1249  0.0961
93 N -0.7743 6.7571 -1.2683  -0.0123
94 C -0.2174 6.7936 -2.5185  -0.1314
95 C 0.2247 5.5288 -2.8214  -0.1071
96 C -0.0817 4.6966 -1.7155  -0.1083
97 C -0.7000 5.4800 -0.7734  -0.1334
98 H -1.1767 7.5446 -0.7878  0.1198
99 H -0.1826 7.7137 -3.0821  0.1086
100 H 0.7135 5.2348 -3.7386  0.0779
101 H 0.1270 3.6412 -1.6201  0.0884
102 H -1.0917 5.2414 0.2043  0.0942
103 N 0.5252 9.0834 0.5414  0.0015
104 C -0.2372 10.1985 0.3141  -0.1503
105 C 0.5647 11.3012 0.4798  -0.1179
106 C 1.8599 10.8341 0.8138  -0.1147
107 C 1.8059 9.4618 0.8416  -0.1311
108 H 0.1956 8.1333 0.4944  0.1152
109 H -1.2822 10.1113 0.0562  0.1012
110 H 0.2538 12.3298 0.3714  0.0887
111 H 2.7352 11.4352 1.0113  0.0898
112 H 2.5660 8.7242 1.0497  0.1090
113 N 3.0298 -5.9174 -5.3444  0.0056
114 C 4.3379 -5.9934 -4.9449  -0.1476
115 C 5.1196 -5.4862 -5.9538  -0.1177
116 C 4.2514 -5.0836 -6.9984  -0.1202
117 C 2.9683 -5.3591 -6.5933  -0.1440
118 H 2.2370 -6.2233 -4.8037  0.1353
119 H 4.5984 -6.4023 -3.9803  0.1069
120 H 6.1970 -5.4119 -5.9406  0.0886
121 H 4.5338 -4.6407 -7.9422  0.0870
122 H 2.0193 -5.2075 -7.0850  0.1042
123 N -2.8913 -0.7218 6.4816  0.0184
124 C -4.1444 -1.2718 6.4283  -0.1461
125 C -4.4925 -1.6616 7.6987  -0.1177
126 C -3.4126 -1.3289 8.5520  -0.1183
127 C -2.4407 -0.7479 7.7742  -0.1355
128 H -2.3802 -0.3535 5.6930  0.0877
129 H -4.6788 -1.3398 5.4923  0.0914
130 H -5.4223 -2.1326 7.9821  0.0878
131 H -3.3527 -1.4952 9.6175  0.0875
132 H -1.4686 -0.3530 8.0285  0.1078
133 N 3.5537 4.6543 -5.0185  0.0068
134 C 4.8626 4.5790 -4.6218  -0.1416
135 C 5.6407 5.0947 -5.6293  -0.1155
136 C 4.7689 5.5014 -6.6699  -0.1205
137 C 3.4874 5.2201 -6.2638  -0.1448
138 H 2.7624 4.3427 -4.4780  0.1114
139 H 5.1260 4.1646 -3.6601  0.1000
140 H 6.7179 5.1718 -5.6180  0.0889
141 H 5.0481 5.9509 -7.6116  0.0873
142 H 2.5368 5.3720 -6.7525  0.1033